29
Properties=species:S:1:pos:R:3:mulliken_charge:R:1 method="wB97M-V/def2-TZVPD" smiles="C[N@H+]1CCC[C@]1(C=O)c1cccnc1" homo_lumo_gap_ev=9.54 molar_mass_g_mol=191.3 e_homo_ev=-13.106 e_lumo_ev=-3.6 total_charge=+1
O 2.19933 0.81682 1.68930 -0.45
N 0.99302 -0.43511 -0.45653 -0.13
N -2.31483 2.79940 1.02867 -0.55
C 2.05771 -1.43256 -0.12878 -1.23
C 1.12288 0.42405 2.01068 -0.02
C 0.12841 2.23004 -0.22893 -0.33
C -0.74694 -1.14238 0.95301 -1.04
C -1.82626 3.66568 0.12720 -0.23
C -0.01639 -0.92321 -1.41795 -0.66
C -0.64833 3.37007 -0.59817 -0.80
C -1.64471 1.67567 1.37047 -0.37
C -0.55728 1.24586 0.58132 -0.22
C 0.21008 -0.00543 0.83507 1.35
C -1.09917 -1.41817 -0.56143 -0.78
H 0.63727 0.17392 2.97440 0.38
H -1.59181 -0.92770 1.59162 0.46
H -2.14157 1.14213 2.19527 0.36
H -1.35736 -2.41596 -0.60255 0.58
H -0.20074 -0.14993 -2.09673 0.42
H 1.45205 0.31267 -0.99312 0.41
H 0.50828 -1.73853 -1.84697 0.45
H 2.63691 -1.17298 0.65914 0.44
H 1.57893 -2.37215 -0.14263 0.47
H -2.01727 -0.88168 -0.68121 0.33
H 1.07796 1.85406 -0.66233 0.46
H -0.09955 4.05587 -1.25950 0.39
H 2.75183 -1.40616 -0.93703 0.42
H -0.24382 -1.92875 1.42515 0.45
H -2.45935 4.57888 0.08325 0.41

***

29
Properties=species:S:1:pos:R:3:mulliken_charge:R:1 method="wB97M-V/def2-TZVPD" smiles="C[C@H]1c2ccccc2NC(C)(C)[N+]1=O" homo_lumo_gap_ev="6.21 / 6.21" molar_mass_g_mol=191.3 e_homo_ev="-12.299 / -12.298" e_lumo_ev="-6.1 / -6.1" total_charge=+1
O -1.89314 -1.49772 1.33267 -0.41
N -1.28593 -0.91708 0.46727 0.70
N -0.30220 0.99809 -0.73276 -0.08
C -0.17040 -1.63665 -0.21612 0.19
C 1.02447 -0.71508 0.07760 0.75
C 0.97177 0.60172 -0.30747 0.73
C 3.23803 0.98728 0.17888 -0.40
C -0.68404 -1.82274 -1.64383 -1.18
C 3.39074 -0.35846 0.60622 -0.70
C 2.24374 -1.17882 0.62456 -1.07
C 2.06151 1.47972 -0.23886 -1.12
C -2.82489 0.80432 -0.45205 -1.40
C -1.38831 0.55489 0.13888 0.32
C -1.22393 1.27141 1.53372 -1.28
H 4.17635 1.53166 0.20883 0.39
H 2.43461 -2.21517 0.89961 0.36
H -0.08122 -2.64628 -2.23089 0.37
H -0.09201 -2.48853 0.48331 0.55
H -3.62423 0.59227 0.30212 0.34
H -0.44222 1.95117 -1.08841 0.39
H -0.16261 1.09948 1.88488 0.34
H -1.76097 2.19874 1.65076 0.39
H -0.68943 -0.90825 -2.31220 0.30
H -2.97680 0.22635 -1.32156 0.38
H -1.78982 0.58844 2.14519 0.48
H -2.75628 1.90650 -0.69569 0.41
H 2.06710 2.46307 -0.60724 0.44
H 4.35167 -0.66757 0.91957 0.47
H -1.81154 -2.20277 -1.60700 0.34

***

29
Properties=species:S:1:pos:R:3:mulliken_charge:R:1 method="wB97M-V/def2-TZVPD" homo_lumo_gap_ev="8.23 / 3.14" molar_mass_g_mol=189.3 e_homo_ev="-16.746 / -13.804" e_lumo_ev="-8.5 / -10.7" total_charge=+2
N 0.15040 1.32259 0.67763 -0.44
N -1.76504 0.38504 -0.46459 0.22
N 1.18754 1.05903 0.12835 0.06
C 2.36959 0.57382 0.13746 0.48
C 2.80553 -0.34205 1.25919 -0.32
C -1.16943 -0.19102 -1.43630 0.07
C -3.76668 -0.60712 0.43375 -0.16
C 4.47319 0.33620 -0.94395 -0.16
C 4.72969 -0.83370 -0.13934 -0.25
C -5.32303 -0.54247 0.54480 -1.01
C -3.17914 0.38597 -0.46447 -1.03
C 3.38255 1.10759 -0.70441 -0.60
C -1.14633 1.05857 0.54975 0.01
C 3.92754 -1.18231 0.91571 -0.39
H -3.43071 0.12297 -1.55721 0.27
H 1.82584 -0.84849 1.67702 0.36
H -3.59166 -1.67843 0.11633 0.31
H 2.99449 1.88002 -1.25285 0.51
H 3.02361 0.44219 2.01609 0.38
H -3.54118 -0.63558 1.42462 0.42
H -0.08797 -0.07851 -1.61339 0.15
H 5.02134 0.58119 -1.85508 0.40
H 5.55698 -1.46120 -0.51300 0.40
H -1.65618 -0.66040 -2.29666 0.27
H -5.90490 0.37108 0.37170 0.33
H 4.31740 -2.08941 1.42102 0.39
H -5.87883 -1.45544 0.69618 0.34
H -1.76079 1.56967 1.24672 0.47
H -3.56378 1.41020 -0.37511 0.52

***

34
Properties=species:S:1:pos:R:3:mulliken_charge:R:1 method="wB97M-V/def2-TZVPD" homo_lumo_gap_ev=3.40 molar_mass_g_mol=359.7 e_homo_ev=1.020 e_lumo_ev=4.4 total_charge=-2
Pd -0.14382 -0.39355 -0.07297 -0.42
O 2.40957 2.90288 -2.00827 -0.76
O 2.80298 -1.44758 3.38204 -0.76
O 1.04038 -1.89854 2.05767 -0.56
O 0.86491 1.27435 -2.17023 -0.61
N 1.99260 0.21219 0.30834 -0.02
N -2.24955 -0.64672 -0.09485 -0.24
N -2.82672 -1.21368 -1.27039 -0.31
C 2.72792 -0.37454 1.27403 0.16
C 1.85207 1.82834 -1.66526 0.20
C 4.09877 -0.15893 1.39074 -0.43
C 2.60984 1.06714 -0.53182 0.21
C 3.97670 1.32248 -0.45328 -0.45
C -4.56662 -1.47392 -2.88377 -1.77
C -4.40879 0.69321 -1.65975 -1.66
C -4.21339 -0.82638 -1.54755 1.70
C 4.73940 0.68427 0.50453 -0.17
C 2.10282 -1.33060 2.34228 0.27
C -5.11143 -1.38815 -0.44827 -1.81
H -2.21880 -0.92969 -2.02991 0.26
H -4.40687 -2.55168 -2.82920 0.41
H -6.16345 -1.19699 -0.67634 0.42
H -4.88429 -0.92713 0.51444 0.38
H -5.60891 -1.27810 -3.14753 0.38
H -5.44512 0.93269 -1.91681 0.40
H -2.32604 -1.29124 0.68260 0.25
H -3.93294 -1.07488 -3.67942 0.40
H 4.59810 -0.66463 2.20407 0.41
H 4.37722 2.03603 -1.15847 0.40
H -4.95687 -2.46427 -0.35391 0.41
H 5.81023 0.85680 0.57255 0.35
H -4.18331 1.20398 -0.72203 0.41
H -3.75296 1.10693 -2.42759 0.38
H -2.62492 0.26615 0.13098 0.17